No. 1
The following is a quantum chemistry calculation of a molecular structure, C37H52AsCsN3PS, from the OMol25 dataset.

Each line ends with the Löwdin charge.
Atoms and positions in Å:
C: 3.1575 -3.1999 1.1817  -0.258
H: -1.4476 -2.7674 4.5050  0.030
H: 0.7440 -5.2128 -3.0914  0.082
C: 0.0258 4.2903 4.0863  -0.080
C: -0.3358 3.6323 2.9249  -0.031
C: 3.3734 -1.8937 -4.6067  -0.110
H: 3.1827 -1.0958 -5.3258  0.066
S: 2.7335 3.9686 0.5405  1.096
H: -1.2999 3.1481 2.8298  0.109
C: 2.6127 1.2029 3.9241  -0.112
H: -3.4090 -0.7650 -3.1995  0.106
H: 4.4554 -2.0433 -4.5705  0.083
H: -1.4965 -2.4079 -2.0483  0.050
H: -1.5006 -3.5519 2.9090  0.022
H: 2.9222 -2.8080 -4.9863  0.058
C: 3.5619 -0.2503 -2.7212  -0.137
C: 3.1591 -1.3268 2.9111  -0.234
C: 4.7441 -4.7758 2.8382  -0.103
C: 0.5679 3.5828 1.8681  -0.331
H: -0.8326 -0.7782 -4.2045  0.063
H: -1.5885 3.0949 -2.8275  0.109
H: 2.8084 -2.1640 -0.5173  0.050
H: -0.3567 -2.2238 3.2052  -0.016
C: 3.6043 -4.4479 0.7598  -0.049
H: -1.3791 -4.1589 -2.2492  0.083
Cs: -0.1624 -0.2225 0.5110  0.833
C: 4.3026 -3.5294 3.2557  -0.047
H: -2.3934 -0.3780 5.1838  0.029
C: -4.2761 -2.1247 3.6703  -0.348
H: 1.2283 -1.8815 -6.1743  0.061
H: -2.1799 1.1316 -4.2051  0.099
C: -1.3582 -2.6050 3.4302  -0.332
C: -2.4597 1.1604 -3.1596  -0.097
C: -3.5291 0.1455 -1.2594  -0.111
C: -3.2134 1.2598 -0.4914  -0.150
C: 2.1862 4.8585 3.1662  -0.094
H: 0.7080 1.9242 -1.6402  0.040
C: 1.6529 0.4683 3.2325  -0.231
H: -3.0862 0.8561 4.1063  0.016
H: 5.3454 -5.3872 3.4990  0.094
C: -1.0438 -3.2006 -2.6506  -0.120
H: -4.0692 -2.3627 4.7138  0.024
H: 0.8722 -4.1823 -4.5132  0.060
C: 3.5263 -2.7012 2.4434  -0.130
H: 5.1424 -1.0163 3.7028  0.102
H: -0.1779 -2.7445 -5.5547  0.053
H: 4.5649 -3.1773 4.2460  0.108
H: 1.5377 5.4095 5.1255  0.104
C: 1.8657 -0.8026 2.6769  -0.225
H: 0.5782 1.2437 -4.0381  0.050
H: 4.7417 -6.2027 1.2298  0.095
H: 4.6555 1.2242 4.6016  0.092
H: 2.3572 2.3319 -1.7554  0.076
C: 1.2751 4.9013 4.2074  -0.096
C: 4.1469 -0.5998 3.5859  -0.065
H: -4.5465 -3.0375 3.1409  0.015
H: -1.3545 0.4706 4.0298  -0.004
C: -2.3508 0.0550 4.1840  -0.327
C: -2.5098 2.3182 -1.0517  -0.113
C: 3.8809 0.6663 4.0887  -0.105
C: 2.8624 -1.5209 -3.2157  -0.555
H: 3.2963 -4.8037 -0.2178  0.101
C: -3.1544 0.0974 -2.5957  -0.097
P: 1.0216 -1.3727 -2.9365  1.036
C: -2.1308 2.2667 -2.3873  -0.092
H: 1.7048 0.5771 -5.2243  0.064
C: 0.2112 -0.8540 -4.5300  -0.555
N: 0.3572 2.9192 0.6641  0.041
H: -3.5071 1.2933 0.5510  0.093
C: 0.2288 -1.7569 -5.7632  -0.099
N: 2.3145 -2.4473 0.3206  0.059
H: 2.1992 -4.2656 -3.3534  0.065
C: 1.3904 3.0487 -0.1011  -0.714
H: -0.6679 4.3275 4.9160  0.104
H: 0.6706 0.9474 3.1460  0.023
H: 2.0192 -1.6322 0.8664  -0.078
H: 2.3736 2.1823 4.3276  0.085
C: 4.4051 -5.2326 1.5735  -0.107
C: 0.6664 0.5631 -4.8880  -0.128
H: 3.1581 5.3242 3.2594  0.111
H: 0.0580 0.9642 -5.7023  0.080
N: 1.4531 2.5498 -1.3716  0.107
H: 3.3040 -0.0266 -1.6837  0.057
H: 0.8032 -3.2713 -1.5921  0.072
H: -4.0668 -0.6815 -0.8124  0.104
H: -5.1159 -1.4325 3.6177  0.015
H: 3.2832 0.6093 -3.3381  0.064
C: 0.4843 -3.1262 -2.6309  -0.562
H: 3.1439 -2.3358 -2.5381  0.084
H: -2.2422 3.1733 -0.4463  0.098
C: 1.1135 -4.2496 -3.4524  -0.104
As: -2.7028 -1.3188 2.8309  0.969
H: -0.3910 -1.3085 -6.5450  0.081
C: 1.8178 4.1966 2.0045  -0.476
H: -1.4411 -3.1121 -3.6642  0.070
H: 4.6469 -0.3598 -2.7826  0.082

Multiplicity: 1
HOMO-LUMO gap, eV: 6.435
Total energy, Eh: -4600.7800
Molar mass, g/mol: 809.712
Max |F|, eV/A: 0.3

---

No. 2
The following is a quantum chemistry calculation of a molecular structure, C37H52FGeN8S2SeSiTi at a distorted geometry, from the OMol25 dataset.

Each line ends with the Löwdin charge.
Atoms and positions in Å:
C: 1.5169 -3.8542 1.8251  -0.054
H: 2.2054 -3.4350 1.1043  0.089
N: 1.4859 -1.9287 -0.7612  -0.185
N: -1.1211 -0.3265 -1.4512  -0.163
C: 4.4373 3.5690 -1.4762  -0.206
H: 4.9775 3.3129 -2.3857  0.020
C: 1.6652 -5.1754 2.2228  -0.085
H: -1.5373 0.1630 2.6019  0.090
C: -1.9983 4.0789 1.5817  -0.874
C: -0.3863 4.9790 3.2155  -0.170
N: 0.5502 -4.8750 -2.3538  0.079
S: -0.9258 -3.4593 -0.6671  0.713
H: -6.3620 -0.2427 -0.5282  0.099
N: -2.3926 5.3429 1.3428  0.012
H: -1.1467 -3.0276 3.7253  0.120
H: -0.1257 1.8402 0.9723  0.037
H: -1.6755 2.1862 -3.1641  -0.001
H: 0.9268 -6.7642 3.4622  0.095
H: -1.4310 1.6651 4.5247  0.102
C: 2.6600 5.9228 -0.1980  -0.229
H: 4.5086 0.2677 0.7729  0.120
C: 1.3691 -0.9086 3.9716  -0.017
Si: -0.4624 -0.0189 -3.0543  0.430
H: 4.0222 2.3998 1.9513  0.115
C: 0.4944 -3.0698 2.3504  -0.329
C: -0.6179 0.9701 4.3524  -0.107
H: -1.8187 7.3274 1.1736  0.121
H: 0.2454 6.0441 1.4668  0.092
C: 3.2245 1.8265 1.5003  -0.052
H: 0.0470 7.0718 2.8966  0.120
C: -3.0747 -0.6734 -0.0913  -0.236
H: 3.5594 -1.7564 -0.6419  0.139
C: 1.9045 2.2877 1.5473  -0.048
C: -0.8881 -1.4633 -4.1751  -0.152
C: 1.4413 -0.0327 5.0363  -0.086
C: 1.4020 0.1918 -3.0374  -0.163
C: 0.9113 1.5190 0.9807  -0.172
H: 4.0707 5.7016 -4.0881  0.018
H: -0.2991 2.1530 -4.2547  0.018
S: -2.6911 2.7814 0.7694  0.645
H: 1.9325 -0.7572 -3.0142  0.019
C: 0.8081 -5.7344 3.1568  -0.102
H: -4.7181 -1.0269 1.2070  0.123
C: -1.7986 6.5341 1.9229  -0.170
H: -0.7428 2.9475 2.6500  0.074
C: -0.3717 6.2278 2.3491  -0.156
H: -0.9488 5.1670 4.1383  0.124
H: -3.1647 5.4285 0.7020  0.119
C: 1.4943 4.1715 -2.6322  -0.575
H: -0.2265 -1.4762 -5.0420  0.033
H: 1.7442 0.8060 -2.2048  0.011
H: -1.7881 1.3290 -4.7024  0.033
H: 4.7785 6.6659 -2.7923  0.016
C: 0.4452 0.9171 5.2390  -0.105
C: 0.3108 -0.8508 3.0543  -0.306
H: -2.2343 4.5164 -1.6134  -0.015
H: 1.0534 4.8816 -3.3319  0.016
C: -0.6841 0.1081 3.2635  -0.046
H: -1.0989 5.8667 -1.8908  0.019
C: -3.4487 0.1344 -2.2443  -0.035
H: 0.6226 4.6741 3.4973  0.115
C: 2.4454 -0.0949 0.3038  -0.253
C: 3.4997 0.6447 0.8580  -0.012
H: -0.7806 -2.4154 -3.6552  0.008
H: 0.4896 1.5875 6.0865  0.094
C: -5.3025 -0.2550 -0.7359  -0.095
H: 1.7508 3.2736 -3.1948  -0.006
H: -1.9132 -1.4017 -4.5401  0.028
H: 5.1577 3.9182 -0.7379  0.020
Ti: -0.1392 -1.2255 0.0686  0.819
H: 1.4480 -5.1758 -2.6951  0.096
H: 1.6529 3.2281 2.0155  0.087
H: -3.1171 0.4421 -3.2211  0.072
H: -1.3849 4.6506 -3.1692  0.021
H: -0.1515 -5.5779 -2.1886  0.082
H: 2.0532 5.2842 0.4416  -0.033
F: -2.1652 -1.1187 0.8715  -0.073
C: 0.5334 -3.7745 -1.5534  -0.841
C: -2.4984 -0.2720 -1.2915  -0.329
C: -0.3550 -3.6358 3.3054  -0.023
N: 1.1554 0.3474 0.3870  0.003
Se: 0.0838 3.6813 -1.3571  0.868
C: -4.4040 -0.6860 0.2307  -0.018
C: 3.8547 6.2183 -3.1543  -0.225
N: 0.2945 -1.7195 1.9539  -0.094
H: 2.2775 -0.0970 5.7204  0.100
H: 3.1453 7.0174 -3.3627  0.016
H: 2.1411 -1.6537 3.8255  0.119
H: -0.8807 -5.3711 4.4312  0.099
C: -4.8070 0.1459 -1.9684  -0.083
H: 3.9629 2.6681 -1.0925  -0.008
H: -5.4905 0.4765 -2.7392  0.103
Ge: 3.1154 4.9639 -1.8429  0.754
C: 2.5965 -1.3277 -0.3867  -0.084
H: 2.0849 6.8188 -0.4282  0.022
H: 3.5592 6.2178 0.3393  0.020
C: -1.1271 1.5610 -3.8663  -0.192
C: -0.2025 -4.9515 3.7009  -0.083
H: -2.3863 6.8727 2.7837  0.120
N: 1.6262 -3.0528 -1.5267  0.020
C: -1.3083 4.8186 -2.0969  -0.403
N: -0.9941 3.9051 2.4574  0.015
H: 2.4648 -5.7685 1.7985  0.100
H: 1.6752 0.7019 -3.9614  0.034

Multiplicity: 2
HOMO-LUMO gap (alpha / beta), eV: 5.916 / 6.322
Total energy, Eh: -8392.8656
Molar mass, g/mol: 919.534
Expectation value of S²: 0.77
Max |F|, eV/A: 2.0

---

No. 3
The following is a quantum chemistry calculation of a molecular structure, C37H53AlFNO2SeSi at a distorted geometry, from the OMol25 dataset.

Each line ends with the Löwdin charge.
Atoms and positions in Å:
C: -2.3439 -5.2900 -2.7760  -0.115
H: 0.7407 5.8034 -1.5480  0.078
H: 4.4036 0.0473 1.8562  0.080
H: -3.7002 1.5059 -2.9596  0.073
H: -1.6584 -4.7170 -4.7041  0.126
H: -2.2740 -6.3225 -2.9867  0.094
H: -0.4241 3.3485 6.3527  0.097
H: 0.5824 5.8429 0.2235  0.066
C: 1.2875 -2.4608 -3.5063  -0.043
C: 5.5648 -2.4866 1.4318  -0.075
H: -4.8829 -0.7846 0.4696  0.021
H: 1.2056 5.2070 3.5402  0.090
H: 1.8977 3.6965 4.2713  0.095
C: 2.7924 -4.1887 -2.5958  -0.051
C: -5.5425 -0.9275 -0.3967  -0.161
C: -2.0813 -4.3820 -3.7631  -0.017
H: -0.6702 4.2774 -2.9089  0.091
H: -2.3883 4.2929 4.1780  0.093
C: 1.7915 -1.7656 1.7360  -0.040
H: -4.9405 -0.7817 -4.3702  0.039
C: -0.5820 3.1967 0.4081  -0.035
C: -0.3981 2.7452 5.4252  -0.066
N: -2.8411 -1.1859 -1.9363  -0.081
H: 1.5895 -2.7759 -4.5092  0.089
H: -6.4042 -0.9161 -3.2876  0.034
H: 5.0764 -2.7941 4.0224  0.072
C: 4.3009 -2.1117 2.2005  -0.555
H: -4.0404 1.8487 -1.1430  0.025
C: -1.8374 4.9821 -0.7021  -0.065
H: 0.6516 3.2017 -2.2988  0.103
H: 1.5675 4.6590 -0.5099  0.081
H: 0.9617 -1.4594 -3.6350  0.070
H: 0.4146 2.0172 5.4089  0.082
H: 4.1766 -4.0335 3.1204  0.112
C: 1.0600 4.4187 4.3136  -0.052
C: 3.0473 -2.1655 1.2712  -0.132
C: 4.5792 -0.6581 2.6542  -0.058
C: -0.6923 1.0327 1.4610  -0.365
C: -3.1451 -3.5678 -1.2818  -0.009
H: 1.6350 -1.5456 2.7544  0.097
H: 2.9715 -4.3104 -3.6596  0.080
C: 0.6505 5.2077 -0.6541  -0.041
H: 1.9723 -4.7882 -2.2342  0.083
C: 0.7630 -1.5815 0.8138  -0.383
C: -4.3264 1.3102 -2.0265  -0.174
H: -5.2398 -2.2702 -3.4827  0.041
H: -3.4399 -3.1874 -0.3066  0.108
C: -0.2852 3.6675 4.2118  -0.536
H: 0.3841 -2.9954 -3.1568  0.078
H: 3.8967 -2.0876 -4.0289  0.087
H: -1.2780 2.1077 5.4115  0.079
Si: -4.4734 -0.4997 -1.9476  0.408
C: 0.9740 -1.7562 -0.5552  -0.264
O: 0.0212 -1.3825 -1.4446  -0.071
H: -2.7316 4.3899 -0.6993  0.074
C: 2.4537 -2.6882 -2.5041  -0.483
H: 4.6425 -2.3597 -2.4414  0.073
H: 5.6013 -0.4871 2.9848  0.082
C: 4.1934 -2.9462 3.4404  -0.062
H: 3.7155 -0.9418 -2.7065  0.076
C: 3.1708 -2.5016 -0.0741  0.020
H: 3.6972 -4.4470 -2.0008  0.089
C: -5.3521 -1.1717 -3.4366  -0.157
Al: -1.4313 -0.5355 -1.0456  0.059
H: -0.1953 4.7320 1.7761  0.086
C: 2.1778 -2.2884 -1.0196  -0.061
C: -2.9048 -4.9251 -1.5854  -0.086
C: -2.7397 -2.5828 -2.2278  -0.283
H: -0.5329 1.0307 3.6224  0.100
C: -0.7647 1.7737 0.3026  -0.264
H: -3.2282 -5.6965 -0.8498  0.116
C: 3.7589 -1.9770 -2.9493  -0.045
C: -0.3593 2.9372 2.8569  -0.177
H: 6.3923 -2.5820 2.1206  0.081
H: 3.8975 -0.2926 3.4376  0.084
Se: -0.9049 -0.8835 1.3743  1.298
H: -5.7368 -1.9949 -0.4268  0.013
H: -1.3074 5.4163 3.4621  0.069
H: 5.4829 -3.4644 0.9696  0.079
H: 4.0874 -2.8564 -0.4538  0.077
H: -1.3231 5.3644 5.1898  0.085
F: -1.8307 -2.0901 -4.3937  0.042
C: -0.3375 3.6902 1.7004  0.017
H: 3.3137 -2.7587 4.0582  0.081
C: -1.3968 4.7331 4.3064  -0.048
O: -1.1270 1.1919 -0.8662  -0.086
H: 1.1473 4.9671 5.2315  0.069
H: -1.9160 5.7259 -1.5562  0.105
C: -0.5526 1.6064 2.7075  -0.073
H: -5.3027 1.6849 -2.3125  0.033
C: -2.2106 -3.0382 -3.4600  -0.206
H: -1.1069 2.6737 -2.2693  0.064
C: -0.4121 3.5024 -2.1495  -0.042
H: 5.7671 -1.7267 0.6364  0.109
H: -1.8628 5.6602 0.1993  0.098
H: -6.4369 -0.2889 -0.3836  0.034
C: -0.5652 4.2077 -0.7854  -0.525

Multiplicity: 1
HOMO-LUMO gap, eV: 8.578
Total energy, Eh: -4680.3412
Molar mass, g/mol: 696.862
Max |F|, eV/A: 2.9

---

Values of ΔE to the lowest compared entry with this formula, charge and spin, in order: 0.658 0.260 1.551, all in eV.